{
  "formula": "C19H23Br4F5O15",
  "method": "ωB97M-V/def2-TZVPD",
  "total_energy_ha": -12661.83792,
  "homo_lumo_gap_ev": 10.18,
  "homo_energy_ev": -10.1,
  "species": ["O", "C", "O", "C", "C", "F", "O", "H", "H", "H", "O", "C", "O", "C", "C", "F", "O", "H", "H", "H", "O", "C", "O", "C", "C", "F", "O", "H", "H", "H", "O", "C", "O", "C", "C", "F", "O", "H", "H", "H", "O", "C", "O", "C", "C", "F", "O", "H", "H", "H", "Br", "C", "C", "Br", "H", "H", "H", "H", "Br", "C", "C", "Br", "H", "H", "H", "H"],
  "positions_angstrom": [[-2.85828, 1.26438, -1.32958], [-3.46050, 0.26865, -1.29385], [-4.01865, -0.15963, -0.09021], [-4.56265, -1.44562, -0.34749], [-4.78763, -1.41525, -1.89573], [-6.05344, -0.95126, -2.20762], [-3.81558, -0.48011, -2.35274], [-3.96353, -2.30575, -0.07431], [-5.52834, -1.53866, 0.09721], [-4.73800, -2.32969, -2.44761], [-1.64164, -5.13682, -0.44096], [-0.53947, -4.72328, -0.26235], [0.40434, -5.05705, 0.65320], [1.47695, -4.13547, 0.60123], [1.35065, -3.47148, -0.74189], [2.32326, -4.01006, -1.50840], [0.05530, -3.83582, -1.15787], [1.38659, -3.52725, 1.46292], [2.37732, -4.79741, 0.63958], [1.41819, -2.35845, -0.84460], [5.47444, 2.41054, -2.40341], [4.54894, 2.61743, -3.20633], [3.29494, 2.36403, -2.90048], [2.46524, 2.44437, -4.12984], [3.48753, 3.29587, -5.00788], [3.09826, 4.62472, -4.85992], [4.73109, 3.08697, -4.44137], [2.20677, 1.40353, -4.46189], [1.57233, 2.95870, -3.87811], [3.51973, 2.97681, -6.05377], [3.75948, -2.24424, 1.53110], [3.87498, -1.04977, 1.24987], [3.25427, -0.50103, 0.24244], [3.76848, 0.85819, 0.06420], [4.31132, 1.14834, 1.41457], [3.38389, 1.70744, 2.23896], [4.65174, -0.12552, 1.87627], [4.60989, 0.90114, -0.66584], [2.91321, 1.53234, -0.16919], [5.23671, 1.72615, 1.52092], [-1.18955, -2.74387, 1.42505], [-0.94740, -1.60707, 1.25664], [-1.05167, -0.69971, 2.22630], [-1.23467, 0.58368, 1.59340], [-0.44243, 0.37625, 0.25724], [0.89579, 0.65361, 0.31198], [-0.71563, -0.98872, 0.01747], [-2.24606, 0.70129, 1.35544], [-0.84447, 1.36034, 2.23504], [-0.83203, 0.80043, -0.63127], [-3.56221, 4.98357, -0.27000], [-1.74082, 4.47171, -0.80405], [-0.82459, 5.70287, -0.88324], [0.84425, 5.24246, -1.76521], [-1.86842, 4.02588, -1.83291], [-1.43129, 3.79881, -0.04260], [-0.67435, 6.09154, 0.18257], [-1.18431, 6.50538, -1.53111], [-4.45373, -1.75308, 5.69608], [-2.53394, -2.07629, 5.83578], [-2.33547, -3.14858, 4.78655], [-0.54135, -4.07393, 4.94728], [-2.36996, -2.39070, 6.85132], [-2.13347, -1.08009, 5.62587], [-2.50514, -2.80619, 3.73361], [-3.06525, -3.91954, 5.00355]]
}